Computed, not measured: a single C5H10O molecule, with ωB97M-V/def2-TZVPD.

Geometry as XYZ:
```
16
Properties=species:S:1:pos:R:3:forces:R:3:mulliken_charge:R:1
C 1.674518 0.941590 0.550838 0.02 0.12 0.04 -0.9904
C 0.709651 -0.759703 -1.019201 0.82 0.06 0.29 -0.2710
C 1.179357 -0.498649 0.368938 0.01 -0.08 0.03 -0.3256
C -1.689803 -0.648178 -0.844597 -0.61 0.13 0.31 -0.1986
C -1.941216 0.216307 0.345678 -0.04 0.09 0.06 -0.8427
O -0.522312 -0.838432 -1.406942 -0.27 -0.27 -0.66 -0.3256
H 2.319030 1.221988 -0.289961 -0.06 -0.03 0.18 0.3029
H 0.827198 1.635586 0.559244 0.15 -0.06 0.02 0.2475
H 2.244563 1.063362 1.476881 -0.10 0.01 -0.06 0.3302
H 1.412816 -0.981016 -1.813488 -0.14 -0.05 0.07 0.4149
H 1.998811 -1.200597 0.578530 -0.06 0.16 -0.07 0.2876
H 0.395797 -0.739512 1.092284 0.17 0.03 -0.10 0.2111
H -2.477568 -0.801965 -1.569690 0.02 0.02 0.09 0.3685
H -3.019645 0.213286 0.530142 0.14 0.04 -0.06 0.3202
H -1.465248 -0.089512 1.282149 -0.07 -0.03 -0.18 0.2617
H -1.645950 1.265439 0.159190 0.02 -0.15 0.03 0.2094
```
Forces are in eV/Å.

Calculated total energy   -271.6196 Ha
LUMO level (spin up / spin down)   1.124 / 1.066 eV
E_HOMO (spin up / spin down)   -6.77 / -6.91 eV
Orbital gap (spin up / spin down)   7.891 / 7.980 eV
Net charge   0
ΔE to the lowest compared entry with this formula, charge and spin   3.6194 eV

Computed, not measured: a single C3H8N2O2 molecule at a distorted geometry, with ωB97M-V/def2-TZVPD.

Geometry as XYZ:
```
15
Properties=species:S:1:pos:R:3:forces:R:3:mulliken_charge:R:1
C 1.755258 -0.253869 -0.317253 -0.26 0.17 0.17 -1.1110
N 0.409530 -0.655339 0.050899 0.74 0.33 -0.19 0.1508
C -0.819593 1.439172 0.232278 -0.31 -0.39 0.00 -0.4879
N -1.936893 -0.593891 -0.114875 -0.57 -1.49 -0.41 -0.6224
C -0.752191 0.103673 0.058584 0.30 1.95 -0.32 0.6465
O 0.283017 -2.047118 0.138128 -0.92 -0.13 0.56 -0.5205
O 0.211205 2.296580 0.504292 1.25 -0.13 0.35 -0.5601
H -0.317876 -2.146915 0.903972 0.53 -0.35 -0.28 0.3554
H 0.969874 1.755023 0.772598 -0.17 0.49 0.00 0.2936
H -2.671075 -0.018741 -0.518488 0.25 -0.22 0.19 0.2522
H -1.740820 -1.405308 -0.699486 -0.47 0.21 -0.03 0.2635
H -1.753410 1.989996 0.224296 -0.07 -0.43 -0.22 0.2839
H 2.305615 -1.085933 -0.771187 -0.38 0.04 0.13 0.3140
H 2.304702 0.055463 0.577276 0.28 0.03 -0.08 0.3543
H 1.752657 0.567206 -1.041034 -0.20 -0.09 0.12 0.3877
```
Forces are in eV/Å.

Calculated total energy   -378.9870 Ha
LUMO level   0.790 eV
E_HOMO   -6.83 eV
Orbital gap   7.621 eV
Net charge   0
ΔE to the lowest compared entry with this formula, charge and spin   4.1899 eV
SMILES string   CN(O)/C(N)=C\O

Computed, not measured: a gas-phase ion, C7H6N3 (charge +1) at a distorted geometry, with ωB97M-V/def2-TZVPD.

Geometry as XYZ:
```
16
Properties=species:S:1:pos:R:3:forces:R:3:mulliken_charge:R:1
C 0.556282 -1.743311 0.163109 -3.23 -0.69 0.22 0.0828
C -0.702287 -1.610628 0.132353 2.17 -2.54 0.55 -0.2477
C -0.546388 0.610254 -0.229443 0.35 -1.91 1.62 -0.6429
C 1.894595 1.354467 -0.088908 1.39 1.57 -1.94 -0.6042
C 1.513252 -0.793040 0.102966 0.31 0.58 0.22 0.0701
C -1.415982 -0.475285 0.018470 1.19 1.87 -2.12 0.1592
C 0.838125 0.469030 -0.045848 -0.87 -1.33 -0.29 0.6796
N 3.066346 0.768930 -0.088802 -0.22 1.05 0.63 -0.6760
N 2.844361 -0.530623 0.087245 -0.30 -0.96 0.38 0.1997
N -2.915576 -0.307471 -0.010859 2.21 1.12 1.52 -0.1775
H -0.888142 1.568757 -0.321782 -1.08 2.44 -0.48 0.4003
H 1.818063 2.334228 -0.505494 0.16 0.80 0.51 0.3909
H 3.626236 -1.049602 0.463579 -0.30 -0.43 -0.34 0.2705
H -3.252358 0.625098 -0.191436 0.11 0.59 -1.72 0.3285
H -3.014112 -0.182434 0.976865 -1.23 -1.45 1.41 0.4081
H -3.422420 -1.038374 -0.462020 -0.68 -0.70 -0.15 0.3586
```
Forces are in eV/Å.

Calculated total energy   -434.1809 Ha
LUMO level   -4.441 eV
E_HOMO   -12.81 eV
Orbital gap   8.368 eV
Net charge   +1
ΔE to the lowest compared entry with this formula, charge and spin   2.7399 eV
SMILES string   [NH3+]c1c#cc2[nH]ncc2c1

Computed, not measured: a single C2H4N4 molecule at a distorted geometry, with ωB97M-V/def2-TZVPD.

Geometry as XYZ:
```
10
Properties=species:S:1:pos:R:3:forces:R:3:mulliken_charge:R:1
N -1.949091 -0.279717 -1.525947 -2.43 -1.70 -4.06 -0.4936
C 0.733833 -0.393975 0.437090 -1.12 -1.70 0.07 -0.3680
N -1.203329 0.560931 -0.775032 -2.15 1.37 1.68 -0.1184
N 1.772743 0.421074 0.782477 3.56 2.37 1.14 -0.2345
N 1.558094 1.097158 1.807275 -1.05 -0.43 -0.63 -0.3301
C -0.283511 0.086865 -0.215278 2.92 -0.12 1.80 0.4393
H -1.381387 -0.804974 -2.192803 -0.01 0.05 -0.01 0.2613
H -2.422258 -0.973933 -0.944633 0.24 0.55 0.07 0.2689
H 2.330546 1.742605 2.015456 0.43 -0.43 -0.49 0.2559
H 0.844360 -1.456034 0.611395 -0.38 0.03 0.46 0.3192
```
Forces are in eV/Å.

Calculated total energy   -297.4088 Ha
LUMO level   -0.365 eV
E_HOMO   -8.10 eV
Orbital gap   7.730 eV
Net charge   0
ΔE to the lowest compared entry with this formula, charge and spin   6.4089 eV
SMILES string   [H]/N=N/C=C=NN

Computed, not measured: a molecular structure, C25H33Cl2F5InN2O6PSTe2, with ωB97M-V/def2-TZVPD.

Geometry as XYZ:
```
78
Properties=species:S:1:pos:R:3:forces:R:3:mulliken_charge:R:1
In -0.821208 -1.362889 1.145089 -0.18 -0.33 -0.17 1.8034
Cl 0.481145 -1.506178 4.222950 -0.11 -0.01 0.11 -0.0557
C 2.184079 -1.212470 3.886129 0.13 0.06 0.04 -0.3949
Cl 2.600915 -1.368128 2.168784 0.08 0.00 -0.08 -0.0757
H 2.770792 -1.943550 4.429207 -0.01 0.02 0.01 0.3519
H 2.424528 -0.200350 4.189297 -0.02 -0.01 -0.01 0.3010
C 4.370358 2.155167 -5.004466 -0.01 0.01 0.00 -1.1023
C 3.338114 2.787312 -4.082892 0.03 0.01 0.01 -0.7889
N 2.174227 1.928344 -3.861482 0.03 -0.03 -0.02 0.2382
C 0.908963 2.347288 -4.450534 -0.05 0.01 0.02 -0.6477
C 0.888707 2.227281 -5.967313 0.02 0.01 0.01 -1.0945
C 2.322894 0.917563 -2.971565 -0.10 0.10 0.05 0.2969
O 3.356933 0.734583 -2.348574 0.03 -0.03 0.01 -0.6306
C 1.162976 -0.012719 -2.738125 0.04 -0.04 -0.07 -0.2758
C 0.557830 -0.761203 -3.737539 -0.02 0.00 0.04 0.2643
C -0.423852 -1.678578 -3.395470 0.00 -0.02 0.02 -1.1506
C -0.774609 -1.812908 -2.064890 -0.02 0.01 -0.03 -0.1235
N -0.198260 -1.086148 -1.105693 0.03 -0.01 0.02 -0.1489
C 0.755157 -0.215761 -1.430400 0.05 -0.01 0.03 -0.2769
H 5.201452 2.842395 -5.166222 0.01 0.00 0.01 0.3922
H 3.934489 1.912545 -5.974271 0.00 0.00 -0.01 0.2717
H 4.763595 1.242963 -4.558598 -0.01 0.00 0.00 0.3072
H 2.970940 3.726284 -4.499165 -0.01 -0.01 -0.01 0.4409
H 3.790079 3.005552 -3.114563 0.00 -0.01 -0.01 0.3840
H 0.729506 3.386637 -4.159541 0.00 0.00 -0.01 0.3859
H 0.103140 1.764373 -4.010077 0.02 0.01 -0.01 0.4429
H 1.632505 2.880826 -6.424507 0.01 -0.01 -0.01 0.3223
H -0.089490 2.511850 -6.354591 -0.01 0.01 0.00 0.4060
H 1.102140 1.205496 -6.284029 -0.01 -0.01 0.00 0.2409
H 0.856832 -0.635874 -4.770880 0.01 -0.01 0.00 0.5263
H -0.911165 -2.286335 -4.144196 0.00 0.00 -0.01 0.4537
H -1.536539 -2.505666 -1.733737 -0.03 -0.01 -0.02 0.1365
H 1.204687 0.339888 -0.616224 -0.01 0.01 0.00 0.5934
F -5.080105 -1.028172 3.002228 -0.08 -0.10 -0.17 -0.3647
Te -4.058326 -1.536552 1.541044 -0.13 0.45 -0.26 1.8100
F -5.312817 -1.347895 0.152993 0.01 0.12 0.27 -0.4009
F -3.913081 0.310800 1.217823 0.06 -0.07 0.06 -0.4194
F -5.069970 -3.102972 1.724490 0.18 0.02 -0.06 -0.3597
F -2.605935 -1.052997 2.778361 -0.14 -0.13 -0.21 -0.6457
O -2.721326 -1.961919 0.364118 -0.10 0.10 0.02 -0.7205
C 2.918422 8.882324 4.188669 -0.05 0.03 0.04 -1.0455
C 2.317910 7.558792 3.794378 0.11 -0.17 0.06 0.7170
O 1.903150 6.749294 4.575470 -0.03 0.09 0.02 -0.5176
S 2.341678 7.292083 2.026313 -0.03 -0.04 -0.10 -0.2441
C 1.699688 5.641661 1.932792 0.04 0.11 -0.01 0.1636
C 0.372641 5.386509 2.256023 -0.02 -0.01 0.01 -0.3361
C -0.123918 4.100138 2.165384 0.03 -0.02 -0.01 -0.6799
C 0.701047 3.057328 1.735714 0.01 0.10 -0.03 0.5306
C 2.030436 3.322827 1.404892 -0.01 0.03 0.01 -0.5494
C 2.528354 4.611098 1.510370 0.01 -0.03 -0.01 -0.5450
C 0.183572 1.728553 1.618335 -0.04 -0.08 0.05 0.4869
C -0.261091 0.608926 1.521273 0.07 -0.14 0.04 -1.2351
H 2.289732 9.335751 4.952997 0.01 0.02 0.00 0.3013
H 3.029295 9.555516 3.341194 0.00 0.01 -0.01 0.3586
H 3.900374 8.691444 4.623375 0.00 0.00 -0.01 0.2780
H -0.265571 6.194989 2.585705 0.00 0.00 0.00 0.4230
H -1.153902 3.889783 2.418265 -0.01 -0.01 0.01 0.5055
H 2.670557 2.516252 1.070667 -0.01 -0.01 0.00 0.4931
H 3.562421 4.816172 1.266879 0.00 0.01 0.00 0.4412
C -3.288079 -7.835319 3.194956 -0.02 0.03 0.02 -1.0905
C -3.133915 -6.383664 3.578291 0.07 -0.04 -0.03 -0.2080
O -1.947463 -5.848375 2.921707 0.05 0.09 -0.03 -0.2095
P -2.164646 -4.598878 1.967236 0.30 -0.48 -0.49 0.5050
O -2.863803 -3.480217 2.619237 -0.18 0.19 0.62 -0.5557
Te 0.052441 -3.984503 1.225361 0.12 0.08 0.12 -0.3058
O -3.042136 -5.143261 0.758915 -0.09 0.18 0.11 -0.0538
C -2.592486 -5.911554 -0.361704 0.04 -0.07 -0.03 -0.1381
C -3.217923 -5.331036 -1.609462 -0.04 -0.02 0.06 -1.0113
H -4.157470 -8.261605 3.696910 0.00 0.00 0.01 0.3722
H -2.406265 -8.406185 3.483483 0.01 0.00 -0.01 0.2938
H -3.434146 -7.931146 2.118994 0.00 -0.01 0.00 0.1971
H -2.970223 -6.253996 4.646515 -0.02 -0.02 0.00 0.3655
H -4.008157 -5.797402 3.292140 0.00 0.00 0.01 0.2981
H -2.902285 -6.947329 -0.208019 0.01 0.02 0.03 0.2204
H -1.501668 -5.883858 -0.415900 0.01 0.01 -0.01 0.2461
H -4.304468 -5.363022 -1.536032 0.00 0.01 0.00 0.3249
H -2.910115 -5.896883 -2.489570 0.03 0.00 0.01 0.3955
H -2.922268 -4.289119 -1.724718 0.01 0.01 -0.02 0.1156
```
Forces are in eV/Å.

Calculated total energy   -4418.9207 Ha
LUMO level   -0.467 eV
E_HOMO   -8.51 eV
Orbital gap   8.039 eV
Net charge   0
ΔE to the lowest compared entry with this formula, charge and spin   0.9740 eV

Computed, not measured: 2 unconnected molecules or ions with the total composition C9H12FNO2S at a distorted geometry, with ωB97M-V/def2-TZVPD.

Geometry as XYZ:
```
26
Properties=species:S:1:pos:R:3:forces:R:3:mulliken_charge:R:1
C 1.566128 -0.583087 0.993706 2.92 1.94 -0.24 0.1514
C 2.497835 -1.441644 0.435789 0.55 -0.54 0.75 -0.5619
C 0.833537 -2.839119 -0.289529 -0.50 1.06 1.17 -0.4882
C -0.160824 -2.122258 0.453821 0.65 -1.34 -0.54 0.7353
C 0.267743 -0.955674 1.015203 -1.12 0.88 1.40 0.4903
C 0.837161 2.707728 -0.738582 -4.67 3.44 -2.74 -0.8725
C -1.571436 -2.636589 0.528289 0.29 1.65 -0.36 -1.2578
C -1.274249 2.530379 -2.415209 -0.34 1.66 2.46 -1.0452
C -0.672208 1.015582 2.171334 -1.11 2.29 1.88 -0.1565
N 2.121398 -2.570741 -0.179432 0.98 0.56 -0.43 -0.6392
O -0.412748 0.398452 -1.125011 -0.25 0.19 0.13 -0.5618
O -0.684462 -0.204800 1.713611 -0.29 -1.47 -0.67 -0.2863
F 0.305688 1.915218 1.807273 -0.67 -0.89 0.65 -0.1958
S -0.666037 1.829267 -0.803815 0.05 -0.20 -1.32 0.6634
H 1.964910 0.429899 1.277622 -0.83 -1.34 0.19 0.2967
H 3.600591 -1.244150 0.633632 -1.49 -0.34 -0.75 0.3006
H 0.619499 -3.627805 -1.004164 -0.49 -0.22 0.41 0.3543
H 1.501564 2.408827 -0.069484 3.03 -1.20 2.65 0.5268
H 0.508487 3.824472 -0.779432 1.15 -1.82 0.08 0.2633
H -1.637902 -3.533055 1.114437 -0.16 -0.34 0.35 0.2847
H -2.309695 -1.849191 0.841143 0.77 -0.93 -0.32 0.2883
H -1.657927 -2.860618 -0.512209 -1.28 -0.58 -0.73 0.3711
H -1.877208 3.444654 -2.285961 0.19 -0.38 0.24 0.3473
H -0.377936 2.797537 -2.865941 1.31 0.17 -1.53 0.3732
H -1.850130 1.793122 -2.868328 -0.70 -1.40 -0.83 0.3530
H -1.471779 1.373593 2.951238 2.04 -0.87 -1.90 0.2652
```
Forces are in eV/Å.

Calculated total energy   -1053.1827 Ha
LUMO level (spin up / spin down)   0.585 / -1.047 eV
E_HOMO (spin up / spin down)   -8.59 / -6.95 eV
Orbital gap (spin up / spin down)   9.173 / 5.898 eV
Net charge   0
ΔE to the lowest compared entry with this formula, charge and spin   3.8873 eV